Entry 1:
A structure of composition C6H17AlF4NO5P2. Source: the Open Molecules 2025 dataset; level of theory: the ωB97M-V functional and the def2-TZVPD basis.

```
36
Properties=species:S:1:pos:R:3:forces:R:3
C 1.517046 -2.420297 0.622306 0.1 0.2 -0.2
C 1.654099 -0.981398 0.119551 -0.2 -0.1 0.2
O 1.096726 -0.906202 -1.188555 -0.2 0.0 0.0
C 0.521038 0.340593 -1.511068 0.3 0.0 0.0
C -0.990261 0.350429 -1.268436 0.2 -0.1 -0.4
P -1.595048 0.419548 0.456057 0.0 0.1 0.0
C -0.687981 2.077434 0.870745 0.6 0.3 0.2
C -1.199157 2.514503 2.185825 -0.1 0.3 -0.1
O -2.306067 2.941513 2.385354 -0.3 -0.1 0.1
O -0.312857 2.324086 3.211003 0.2 -0.8 -0.1
P -2.882903 -1.490772 0.203785 -0.5 0.4 -0.3
N -4.127024 -1.212978 -0.696596 0.1 0.0 0.4
O -1.997174 -2.741377 -0.340133 0.1 -0.1 0.0
O -3.262175 -1.992079 1.706358 0.3 -0.2 0.1
H 0.754388 -2.498582 1.397066 0.0 -0.1 0.1
H 1.203562 -3.040467 -0.216156 0.0 -0.1 0.0
H 2.469637 -2.794091 0.992453 0.0 -0.1 0.1
H 1.100245 -0.313868 0.788688 0.0 0.1 0.0
H 2.689617 -0.637155 0.121822 0.0 0.0 -0.3
H 0.673125 0.499006 -2.578723 0.1 0.0 0.0
H 1.060909 1.145835 -1.014375 -0.1 0.1 0.0
H -1.414018 1.215408 -1.784786 -0.1 0.1 0.2
H -1.392579 -0.531627 -1.765763 -0.1 0.0 0.1
H -0.975490 -0.187614 1.576123 0.0 0.0 0.0
H -2.833844 1.053779 0.665773 -0.1 -0.1 0.1
H 0.386389 1.915635 0.949924 0.0 -0.1 -0.1
H -0.868246 2.846844 0.120551 -0.2 -0.1 -0.1
H -0.782115 1.902484 3.944946 -0.1 0.6 0.1
H -4.997914 -1.384390 -0.206233 -0.1 0.0 -0.3
H -2.275997 -2.903504 -1.253069 0.0 -0.2 0.1
H -2.805087 -2.813369 1.927541 0.0 0.0 0.0
F 4.532287 0.115458 -1.067553 0.0 -0.1 0.1
Al 4.525463 1.463158 -2.088519 0.0 0.0 0.0
F 2.924369 1.988351 -2.263127 -0.1 0.0 0.0
F 5.148098 1.040721 -3.592876 0.0 0.0 -0.2
F 5.448939 2.694982 -1.409905 0.1 0.1 0.1
```
Positions in Å, forces in eV/Å.

**E_LUMO**: 2.14 eV
**Total charge**: -1
**HOMO-LUMO gap**: 8.252 eV
**Highest occupied orbital energy**: -6.1 eV

Entry 2:
A structure of composition C30H40N10OSV at a distorted geometry. Source: the Open Molecules 2025 dataset; level of theory: the ωB97M-V functional and the def2-TZVPD basis.

```
83
Properties=species:S:1:pos:R:3:forces:R:3
V 0.271162 0.359708 0.857842 -0.7 -0.4 0.5
O 1.637481 1.190272 1.938242 0.2 0.2 1.0
C 1.937727 1.102474 3.221117 -0.2 -0.1 -0.7
C 3.038599 1.825418 3.718810 0.1 0.1 0.0
C 3.383972 1.792985 5.050849 0.0 0.0 0.0
C 2.649784 1.018917 5.957773 0.1 0.1 0.0
C 1.579494 0.294079 5.489752 -0.1 -0.1 0.0
C 1.199587 0.318413 4.137618 -0.1 -0.1 0.0
C 0.060149 -0.470351 3.687548 -0.1 -0.2 -0.2
N -0.251037 -0.809065 2.427874 -0.6 -0.5 1.0
C -1.377260 -1.641674 2.517396 0.4 0.2 -0.2
C -1.734394 -1.790191 3.810071 0.0 0.0 0.1
N -0.833947 -1.047816 4.540866 0.1 0.0 0.0
H 3.599596 2.416378 3.004318 0.0 0.0 0.0
H 4.234392 2.368091 5.399021 0.0 0.0 0.0
H 2.923664 0.981038 7.004643 0.0 0.0 -0.1
H 1.034590 -0.334539 6.189444 0.1 0.1 0.0
H -1.831677 -2.065514 1.638474 0.0 0.1 0.0
H -2.545110 -2.332694 4.267796 0.1 0.0 0.0
H -0.837290 -0.923763 5.534584 0.0 0.0 0.1
C -1.091858 3.146038 1.575158 -0.1 0.2 -0.1
N -1.461950 3.309795 0.178258 -0.3 -0.3 0.2
C -2.909960 3.227883 -0.031448 0.1 0.2 0.0
C -0.621748 2.823508 -0.786683 0.3 0.0 0.0
N 0.348639 2.007670 -0.465995 0.3 0.3 -0.7
C 1.519814 1.894871 -1.257590 -0.1 0.2 -0.1
C 2.148115 2.971622 -1.876089 0.0 0.1 0.0
C 3.353668 2.817371 -2.546828 0.0 0.0 0.0
C 3.951310 1.567560 -2.601608 0.0 0.0 0.0
C 3.341372 0.491182 -1.972049 0.0 -0.2 0.0
C 2.132674 0.636264 -1.295906 0.0 -0.2 0.0
N 1.546260 -0.378145 -0.499797 1.0 0.4 -0.8
C 1.626278 -1.650704 -0.832921 0.0 0.1 0.0
N 1.858340 -2.598788 0.108132 -0.1 -0.1 0.3
C 2.573942 -2.264501 1.332639 -0.1 -0.1 -0.2
C 0.985603 -3.762384 0.185884 0.2 -0.1 0.0
N 1.462896 -2.083358 -2.099849 -0.1 -0.1 -0.4
C 2.089255 -3.284615 -2.623114 -0.1 0.1 0.0
C 0.666702 -1.309874 -3.041722 0.1 -0.1 0.0
N -0.875146 3.249381 -2.060546 -0.1 0.1 -0.2
C -0.647864 2.379525 -3.201509 0.0 0.1 0.1
C -1.363601 4.583311 -2.370988 0.1 -0.2 0.1
H -1.638491 3.885945 2.161525 0.0 0.1 0.0
H -0.026654 3.289829 1.712061 0.1 -0.1 0.0
H -1.377808 2.159074 1.958131 0.0 -0.1 0.0
H -3.389564 4.124686 0.366199 0.0 0.0 0.0
H -3.307493 2.343754 0.471317 0.0 0.0 0.0
H -3.146643 3.130543 -1.086521 0.1 0.0 0.0
H 1.689671 3.952156 -1.806060 0.0 0.0 0.0
H 3.828019 3.673347 -3.011914 0.0 0.0 0.0
H 4.900790 1.433553 -3.105924 0.0 0.0 0.0
H 3.826007 -0.481408 -1.972498 0.0 0.1 0.0
H 3.074582 -1.307442 1.223467 0.0 0.0 0.0
H 3.315963 -3.041506 1.531705 0.0 0.0 0.0
H 1.895717 -2.199957 2.181762 -0.1 0.0 0.1
H 0.321754 -3.786067 -0.673948 0.0 0.0 0.1
H 0.369046 -3.689518 1.084748 0.0 0.0 0.0
H 1.562963 -4.689936 0.234744 0.0 0.0 0.0
H 2.693210 -3.761084 -1.857734 0.0 0.0 0.0
H 2.734614 -3.024814 -3.467075 0.0 0.0 0.0
H 1.336447 -3.995072 -2.976216 0.0 0.0 0.0
H -0.073487 -0.734389 -2.487323 0.0 0.0 0.0
H 0.136926 -2.004884 -3.696417 0.0 0.0 0.0
H 1.283071 -0.640106 -3.649093 0.0 0.0 0.0
H -0.591378 1.348579 -2.864324 0.0 0.0 0.0
H 0.268037 2.632165 -3.742966 0.0 0.0 0.0
H -1.497643 2.470372 -3.881676 0.0 0.0 0.0
H -1.449834 5.175531 -1.464547 0.0 0.0 0.0
H -2.337888 4.547466 -2.866831 0.0 0.0 0.0
H -0.662422 5.084241 -3.046764 0.0 0.0 0.0
C -6.041306 -2.604461 -1.637630 0.0 0.0 0.0
C -4.546454 -2.666656 -1.528657 0.0 0.3 0.1
C -3.839733 -3.811441 -1.870497 0.0 -0.1 -0.1
C -2.478907 -3.769723 -1.658209 0.2 0.2 0.2
N -1.838844 -2.696673 -1.195393 -0.2 0.0 0.0
C -2.593859 -1.602288 -0.938796 0.0 -0.3 0.1
S -1.782765 -0.124045 -0.498832 -0.5 0.2 -0.4
N -3.936164 -1.576375 -1.063429 0.1 -0.1 -0.1
H -6.437755 -3.434117 -2.224001 0.0 0.0 0.0
H -6.339306 -1.659526 -2.090541 0.0 0.0 0.0
H -6.482885 -2.642292 -0.639086 0.0 0.0 0.0
H -4.327629 -4.690769 -2.268931 0.0 0.0 0.0
H -1.864127 -4.642465 -1.863288 0.0 0.0 0.0
```
Positions in Å, forces in eV/Å.

**Multiplicity**: 2
**Relative energy (zero: lowest compared OMol25 entry of this formula, charge and spin)**: 0.319 eV
**E_LUMO (alpha / beta)**: 0.66 / 0.66 eV
**Total charge**: 0
**HOMO-LUMO gap (alpha / beta)**: 6.213 / 5.453 eV
**Highest occupied orbital energy (alpha / beta)**: -5.6 / -4.8 eV
**⟨S²⟩**: 0.841